Entry 1:
{
  "formula": "C16H27N3S4Sc",
  "method": "ωB97M-V with the def2-TZVPD basis set",
  "spin_multiplicity": 1,
  "homo_energy_ev": -17.3,
  "gap_ev": 5.292,
  "total_charge": 3,
  "fmax_ev_per_a": 5.72,
  "energy_ev": -85516.0899,
  "species": ["Sc", "S", "S", "C", "C", "C", "N", "C", "C", "H", "H", "H", "H", "H", "H", "H", "H", "C", "H", "H", "H", "H", "H", "H", "H", "C", "C", "H", "H", "H", "H", "C", "C", "N", "C", "C", "S", "C", "C", "S", "C", "N", "C", "H", "H", "H", "H", "H", "H", "H", "H"],
  "xyz": [[0.981, -0.100, -0.192], [-1.062, 1.869, 0.036], [-0.116, -2.401, -0.328], [-2.868, 1.692, 0.008], [-0.784, 2.403, -1.680], [-0.874, 1.234, -2.658], [0.177, 0.176, -2.367], [-0.249, -1.179, -2.912], [0.338, -2.327, -2.096], [0.194, 2.914, -1.698], [-1.573, 3.138, -1.882], [-0.742, 1.619, -3.686], [-1.871, 0.774, -2.586], [0.101, -1.267, -3.957], [-1.350, -1.243, -2.918], [1.433, -2.341, -2.165], [-0.044, -3.283, -2.469], [-1.932, -2.494, -0.512], [0.972, 0.453, -2.956], [-2.417, -1.523, -0.620], [-2.278, -2.967, 0.408], [-2.161, -3.135, -1.359], [-3.194, 1.888, 1.035], [-3.160, 0.677, -0.289], [-3.305, 2.449, -0.656], [3.038, -0.957, -1.100], [3.025, -0.693, 0.275], [3.615, -0.297, -1.781], [3.107, -2.003, -1.454], [3.717, 0.059, 0.715], [2.655, -1.404, 1.041], [2.736, 2.756, -1.665], [2.626, 2.652, -0.178], [1.805, 1.836, 0.471], [1.884, 1.926, 1.873], [2.772, 2.900, 2.277], [3.588, 3.639, 0.923], [1.095, 1.045, 2.659], [0.873, 1.137, 4.013], [-0.431, 0.162, 4.524], [-0.628, -0.413, 2.851], [0.323, 0.030, 2.038], [-1.901, -1.057, 2.464], [2.432, 3.774, -1.944], [3.777, 2.598, -1.960], [2.125, 2.017, -2.193], [2.888, 3.186, 3.317], [1.422, 1.800, 4.656], [-2.626, -0.825, 3.263], [-2.274, -0.619, 1.532], [-1.758, -2.153, 2.394]],
  "forces_ev_per_a": [[-5.1, 2.4, 0.9], [0.1, 0.1, -0.5], [-0.4, -0.1, -0.4], [-0.1, -0.4, 0.3], [0.0, 0.0, 0.2], [0.1, 0.4, 0.0], [-0.2, -0.2, -0.3], [0.0, 0.1, -0.1], [0.0, -0.4, -0.5], [-0.6, -0.2, -0.1], [0.4, -0.1, -0.2], [-0.1, -0.3, 0.3], [0.4, 0.1, 0.0], [-0.3, -0.1, 0.4], [0.5, 0.2, 0.0], [-0.6, -0.3, -0.1], [0.3, 0.1, -0.3], [-0.1, 0.1, 0.5], [-0.2, -0.2, 0.2], [0.2, -0.1, -0.1], [-0.1, 0.0, -0.2], [0.1, -0.1, 0.0], [-0.1, -0.1, -0.3], [-0.1, 0.4, 0.0], [0.2, -0.2, 0.2], [3.7, -0.4, 2.4], [3.9, -1.5, -1.9], [-0.6, 0.0, 0.6], [-1.3, 0.5, 0.2], [-1.2, 0.1, -0.5], [-0.1, -0.1, -0.6], [0.3, 0.2, 0.3], [0.4, 0.3, 1.5], [0.5, -0.3, -0.1], [2.0, 1.7, -1.5], [-0.6, -0.6, -0.5], [-1.5, -1.1, -0.1], [-1.3, -1.6, 2.0], [0.2, 0.0, -1.1], [0.2, -0.3, -1.8], [0.9, 1.2, 1.2], [-0.1, 1.1, -0.2], [0.0, -0.7, 0.4], [0.1, -0.3, -0.3], [-0.1, 0.2, -0.1], [0.1, 0.2, 0.2], [0.5, 0.2, -0.3], [-0.1, 0.1, 0.4], [0.1, -0.4, -0.4], [0.1, -0.3, 0.1], [-0.4, 0.5, 0.0]]
}



Entry 2:
{
  "formula": "C16H27N4O8P",
  "method": "ωB97M-V with the def2-TZVPD basis set",
  "spin_multiplicity": 1,
  "homo_energy_ev": -8.9,
  "gap_ev": 8.825,
  "fmax_ev_per_a": 3.02,
  "energy_ev": -48664.0936,
  "species": ["O", "O", "O", "O", "N", "O", "O", "O", "O", "C", "C", "C", "C", "C", "C", "C", "C", "N", "N", "N", "C", "C", "C", "C", "C", "C", "C", "C", "P", "H", "H", "H", "H", "H", "H", "H", "H", "H", "H", "H", "H", "H", "H", "H", "H", "H", "H", "H", "H", "H", "H", "H", "H", "H", "H", "H"],
  "xyz": [[0.814, -1.453, -3.211], [-2.459, -0.428, 2.090], [-2.978, -3.038, -1.414], [2.509, 2.979, -3.896], [1.352, -0.919, 1.767], [0.928, 2.271, 3.505], [1.246, 4.216, 1.836], [0.362, 2.018, -4.493], [2.371, 0.476, -4.202], [0.174, -1.912, -2.269], [-2.281, 0.403, 1.219], [-2.535, -2.508, -0.399], [1.851, -0.475, 0.607], [1.053, -0.015, 2.715], [1.246, 1.372, 2.519], [1.760, 1.852, 1.298], [2.050, 0.883, 0.311], [-2.121, 1.662, 1.550], [-2.914, -2.894, 0.823], [-0.877, -1.240, -1.814], [0.609, -3.194, -1.589], [0.505, -0.524, 4.017], [2.079, 3.328, 1.076], [-3.872, -3.964, 1.087], [2.532, 1.234, -1.080], [-2.202, 0.032, -0.250], [1.312, 1.639, -1.921], [-1.533, -1.337, -0.504], [1.674, 1.793, -3.658], [1.009, 3.169, 3.105], [1.478, 5.143, 1.637], [0.760, 2.337, -5.316], [1.757, -0.252, -3.964], [2.098, -1.210, -0.151], [-1.934, 2.364, 0.861], [-2.114, 1.863, 2.536], [-2.592, -2.335, 1.607], [-1.225, -0.528, -2.436], [-0.175, -3.940, -1.717], [0.779, -3.027, -0.528], [1.526, -3.552, -2.055], [1.152, -0.215, 4.842], [-0.498, -0.122, 4.185], [0.445, -1.616, 4.009], [1.972, 3.596, 0.023], [3.126, 3.499, 1.349], [-3.925, -4.164, 2.159], [-4.860, -3.670, 0.726], [-3.567, -4.872, 0.563], [3.273, 2.041, -1.055], [3.029, 0.367, -1.532], [-1.629, 0.815, -0.745], [-3.209, 0.039, -0.668], [0.920, 2.601, -1.596], [0.521, 0.906, -1.821], [-0.770, -1.494, 0.260]],
  "forces_ev_per_a": [[0.0, -0.2, -0.5], [-0.1, -0.8, 0.5], [0.3, 0.2, 0.1], [0.8, 0.2, 0.2], [0.1, 0.7, 0.0], [0.0, -0.6, -0.3], [-0.1, 0.4, -0.2], [-1.4, -0.8, -0.1], [-0.7, 0.1, 0.6], [1.2, -0.4, 0.1], [0.0, -1.6, -0.3], [-0.8, -0.5, -1.1], [-0.2, 0.9, 0.4], [0.0, -0.1, -0.2], [0.2, 0.6, -0.5], [-0.3, -0.7, 0.1], [0.2, -0.2, 0.2], [0.2, 1.7, -0.1], [0.5, 0.1, 1.1], [-1.4, 0.2, 1.1], [-0.2, 0.2, -0.2], [0.0, 0.0, 0.0], [0.3, -0.1, -0.4], [0.1, 0.3, -0.5], [0.0, 0.1, 0.1], [0.0, 0.0, 0.2], [-0.4, -0.4, -0.2], [0.2, 0.0, 0.1], [2.5, 1.6, -0.2], [-0.1, -0.4, 0.5], [-0.1, -0.8, 0.2], [-0.5, 0.3, -0.4], [0.2, -0.6, -0.2], [0.0, -0.1, 0.1], [0.1, 0.3, 0.1], [0.0, 0.3, 0.0], [-0.1, 0.0, -0.2], [0.1, 0.1, -0.1], [-0.1, 0.0, 0.1], [-0.1, -0.1, 0.2], [-0.1, 0.1, 0.0], [-0.1, 0.0, 0.0], [0.1, 0.0, 0.1], [0.1, 0.2, -0.1], [0.1, -0.2, 0.0], [0.0, 0.0, 0.0], [0.1, 0.1, -0.1], [0.0, -0.1, 0.0], [-0.1, 0.1, 0.0], [-0.2, -0.1, -0.1], [-0.1, 0.1, 0.1], [0.1, 0.0, -0.2], [-0.1, 0.0, 0.0], [-0.1, 0.1, -0.1], [-0.2, -0.3, 0.3], [0.1, 0.1, 0.0]]
}



Entry 3:
{
  "formula": "C16H27NO2",
  "method": "ωB97M-V with the def2-TZVPD basis set",
  "spin_multiplicity": 1,
  "homo_energy_ev": -8.5,
  "gap_ev": 9.017,
  "fmax_ev_per_a": 0.71,
  "energy_ev": -22616.2468,
  "relative_energy_kj_mol": 0.00,
  "species": ["C", "C", "C", "C", "N", "C", "C", "C", "O", "H", "C", "H", "H", "C", "C", "H", "H", "H", "H", "H", "C", "O", "C", "C", "C", "H", "H", "H", "C", "H", "H", "H", "C", "H", "H", "H", "H", "H", "H", "H", "H", "H", "H", "H", "H", "H"],
  "xyz": [[2.010, -2.762, -0.047], [3.095, -2.255, -0.991], [2.733, -0.958, -1.717], [2.742, 0.291, -0.822], [1.641, 0.362, 0.100], [0.375, 0.674, -0.134], [-0.576, 0.567, 0.896], [-0.182, 0.002, 2.179], [1.001, -0.231, 2.465], [1.790, 0.053, 1.079], [-1.231, -0.384, 3.189], [-0.706, -0.667, 4.104], [-1.878, 0.470, 3.387], [-2.091, -1.561, 2.713], [-1.261, -2.811, 2.455], [-0.712, -3.095, 3.350], [-1.902, -3.642, 2.166], [-0.541, -2.640, 1.658], [-2.836, -1.771, 3.484], [-2.627, -1.277, 1.807], [-1.926, 1.079, 0.687], [-2.753, 1.240, 1.567], [-2.310, 1.443, -0.739], [-1.179, 2.108, -1.515], [-0.772, 3.421, -0.845], [-1.615, 4.107, -0.820], [-0.444, 3.249, 0.178], [0.039, 3.895, -1.394], [-1.616, 2.386, -2.955], [-1.921, 1.468, -3.453], [-2.456, 3.075, -2.967], [-0.801, 2.831, -3.523], [-0.007, 1.125, -1.512], [0.852, 1.579, -2.008], [-0.288, 0.239, -2.092], [-3.190, 2.087, -0.691], [-2.604, 0.515, -1.241], [3.656, 0.294, -0.225], [2.759, 1.182, -1.459], [3.461, -0.792, -2.514], [1.752, -1.066, -2.181], [3.282, -3.020, -1.749], [4.024, -2.111, -0.435], [1.902, -2.121, 0.822], [1.052, -2.816, -0.562], [2.262, -3.760, 0.304]],
  "forces_ev_per_a": [[0.2, 0.0, 0.0], [-0.2, 0.0, -0.1], [0.3, 0.0, 0.3], [0.1, 0.0, -0.7], [-0.1, 0.0, 0.6], [0.2, -0.1, 0.0], [0.1, -0.1, 0.1], [-0.1, 0.1, 0.3], [0.1, -0.1, 0.1], [-0.1, 0.2, -0.2], [-0.1, 0.0, 0.2], [0.1, 0.0, -0.1], [0.1, -0.1, 0.0], [0.2, 0.0, 0.0], [-0.2, 0.1, 0.0], [0.1, -0.1, 0.1], [0.0, -0.1, 0.0], [0.1, 0.0, -0.1], [-0.1, 0.1, -0.1], [-0.1, 0.0, 0.1], [-0.1, 0.1, -0.4], [-0.1, 0.0, 0.0], [0.0, 0.1, 0.1], [0.0, 0.0, -0.1], [0.0, -0.2, 0.0], [-0.1, 0.1, 0.0], [0.1, 0.1, 0.1], [0.1, 0.1, -0.1], [0.1, -0.1, 0.3], [0.0, -0.1, -0.1], [-0.1, 0.1, 0.0], [0.1, 0.1, -0.1], [-0.1, 0.2, -0.1], [0.0, 0.0, 0.0], [0.0, 0.0, 0.0], [0.0, 0.0, 0.0], [0.0, 0.0, -0.1], [0.0, 0.1, 0.0], [0.1, -0.1, 0.1], [0.0, 0.0, -0.1], [0.0, 0.0, -0.1], [0.1, 0.0, 0.0], [0.1, 0.0, 0.0], [-0.1, 0.0, 0.1], [-0.1, 0.0, 0.0], [0.0, -0.1, 0.1]]
}



Entry 4:
{
  "formula": "C16H27NO2PSr",
  "method": "ωB97M-V with the def2-TZVPD basis set",
  "spin_multiplicity": 1,
  "homo_energy_ev": -1.1,
  "gap_ev": 3.583,
  "total_charge": -1,
  "fmax_ev_per_a": 0.46,
  "energy_ev": -32738.9562,
  "relative_energy_kj_mol": 0.00,
  "species": ["Sr", "N", "C", "C", "C", "O", "O", "H", "H", "H", "H", "H", "H", "C", "P", "C", "C", "C", "C", "C", "C", "C", "H", "H", "H", "H", "H", "H", "H", "H", "H", "H", "H", "C", "C", "C", "C", "C", "H", "H", "H", "H", "H", "H", "H", "H", "H", "H"],
  "xyz": [[0.642, 0.944, 1.251], [-1.433, -0.359, 2.663], [-0.319, -0.648, 3.581], [0.667, -1.611, 2.903], [2.141, -1.204, 3.138], [2.654, -1.555, 4.201], [2.641, -0.490, 2.208], [-2.115, 0.277, 3.056], [-1.892, -1.214, 2.377], [-0.625, -1.053, 4.549], [0.159, 0.314, 3.807], [0.448, -1.649, 1.829], [0.508, -2.620, 3.289], [-0.565, -0.537, -2.772], [0.528, -0.678, -1.318], [2.139, -0.176, -2.037], [0.792, -2.487, -1.138], [-0.151, -3.433, -1.534], [0.001, -4.773, -1.200], [1.096, -5.188, -0.458], [2.039, -4.253, -0.050], [1.888, -2.918, -0.382], [-1.573, -0.871, -2.528], [-0.186, -1.102, -3.626], [-0.622, 0.523, -3.018], [2.485, -0.894, -2.784], [2.899, -0.090, -1.258], [2.012, 0.813, -2.475], [-1.015, -3.132, -2.114], [-0.742, -5.493, -1.522], [1.211, -6.231, -0.190], [2.890, -4.558, 0.546], [2.608, -2.200, 0.001], [-1.672, 4.806, 0.485], [-1.213, 3.698, -0.479], [-2.406, 2.764, -0.708], [-0.880, 4.362, -1.830], [-0.033, 2.914, 0.083], [-2.486, 5.405, 0.043], [-0.849, 5.480, 0.731], [-2.064, 4.381, 1.421], [-3.293, 3.303, -1.065], [-2.660, 2.255, 0.227], [-2.140, 2.000, -1.442], [-1.733, 4.923, -2.243], [-0.583, 3.600, -2.553], [-0.042, 5.054, -1.713], [0.846, 3.605, 0.046]],
  "forces_ev_per_a": [[0.0, 0.0, 0.0], [0.2, 0.0, -0.1], [0.0, 0.1, 0.0], [-0.1, -0.4, 0.1], [-0.1, 0.1, -0.1], [0.1, 0.0, -0.1], [-0.1, 0.2, 0.0], [0.0, 0.0, 0.0], [-0.1, 0.0, 0.0], [0.0, 0.1, 0.0], [0.1, 0.0, 0.1], [0.1, 0.0, 0.0], [0.0, 0.0, 0.0], [0.0, -0.1, 0.0], [0.2, 0.0, 0.1], [0.1, 0.0, 0.0], [-0.1, 0.1, 0.1], [0.0, 0.0, -0.1], [0.0, 0.0, 0.0], [0.0, 0.0, 0.0], [0.0, 0.0, 0.0], [0.0, 0.1, 0.1], [0.0, 0.0, 0.0], [0.0, 0.0, 0.0], [0.0, 0.0, 0.0], [0.0, 0.0, 0.0], [-0.1, 0.0, 0.0], [0.0, 0.0, 0.0], [0.0, 0.0, 0.0], [0.0, 0.0, 0.0], [0.0, 0.0, 0.0], [0.0, 0.0, 0.0], [0.0, 0.0, 0.0], [-0.4, 0.1, 0.1], [0.2, -0.2, 0.1], [0.0, 0.0, 0.0], [-0.1, 0.0, 0.0], [-0.1, 0.2, 0.0], [0.0, 0.1, 0.0], [0.1, -0.1, 0.0], [0.3, 0.0, -0.2], [0.0, 0.0, 0.0], [0.0, 0.0, 0.0], [0.0, 0.0, 0.0], [0.0, 0.0, 0.0], [0.0, 0.0, 0.0], [0.0, 0.0, 0.0], [0.0, -0.1, 0.0]]
}